A cluster of 2 separate species, C2H5BrNO in total. Source: OMol25; level of theory: ωB97M-V/def2-TZVPD.

Geometry as XYZ:
```
10
Properties=species:S:1:pos:R:3:forces:R:3
Br 2.755215 -1.731865 -1.162836 0.8 -0.5 -0.3
O 1.744878 -0.013899 0.816059 0.7 -0.6 -0.6
N -0.797274 0.705106 0.540852 0.4 0.3 0.7
C -0.975169 -0.177242 -0.574646 1.1 -0.5 -0.4
C 1.710366 -0.659277 -0.175230 -2.2 1.1 0.8
H -0.869325 1.692036 0.261151 -0.1 -0.3 0.2
H 0.194152 0.584374 0.960907 -0.7 0.1 -0.4
H -1.395773 -1.145816 -0.403258 -0.1 -0.2 0.2
H -1.466569 0.515221 1.297771 0.1 0.2 -0.2
H -0.900501 0.231361 -1.560769 0.0 0.2 -0.1
```
Positions in Å, forces in eV/Å.

Its total energy is -75724.7053 eV. Its net charge is +1. Its lowest unoccupied orbital energy (alpha / beta) is -5.050 / -4.971 eV. The energy relative to the best compared isomer or geometry (same formula, charge and spin) is 65.8 kcal per mole. The value obtained for the strongest force on any atom is 2.65 eV Å⁻¹.

Results of the Mulliken charge analysis, in e, for atoms 1 through 6: 0.131 -0.447 -0.234 -0.696 0.403 0.374